91
Properties=species:S:1:pos:R:3 method="wB97M-V/def2-TZVPD" orbital_gap_ev="8.01 / 6.07" relative_energy_ev=0.000 e_homo_ev="-10.05 / -10.33" s2=3.78 spin_multiplicity=4 total_charge=+1
Tc -0.2578 -1.0593 -0.7928
C -1.7596 -2.0870 3.1317
C -1.1588 -1.1898 2.2593
N -1.0883 -1.7271 1.0360
N -1.6413 -2.9626 1.1002
C -2.0475 -3.1960 2.3521
B -1.7824 -3.8129 -0.1860
N -2.5546 -2.9791 -1.2282
C -3.7136 -3.2195 -1.8518
C -3.9794 -2.1705 -2.7143
C -2.9066 -1.3016 -2.5527
N -2.0514 -1.7967 -1.6577
N -0.3770 -4.0810 -0.7828
C 0.1777 -5.2339 -1.1720
C 1.3456 -4.9596 -1.8617
C 1.4356 -3.5732 -1.8599
N 0.4072 -3.0479 -1.1861
H -1.9653 -1.9499 4.1790
H -0.7846 -0.1904 2.4320
H -2.5225 -4.1314 2.6030
H -2.3413 -4.8442 0.0490
H -4.2668 -4.1213 -1.6425
H -4.8269 -2.0544 -3.3671
H -2.7050 -0.3563 -3.0312
H -0.3048 -6.1711 -0.9443
H 2.0240 -5.6621 -2.3142
H 2.1820 -2.9331 -2.2988
C 2.8934 1.0109 1.0315
C 2.3912 1.6622 2.3111
As 0.6723 2.5946 2.0836
C 1.4069 4.0117 0.9515
C 1.3720 3.8227 -0.4287
C 1.9226 4.7611 -1.2929
C 2.5136 5.9065 -0.7798
C 2.5573 6.1033 0.5944
C 2.0099 5.1616 1.4566
C 0.6238 3.5360 3.7840
C 1.4407 3.1942 4.8571
C 1.3197 3.8565 6.0738
C 0.3823 4.8658 6.2273
C -0.4416 5.2077 5.1626
C -0.3269 4.5407 3.9524
As 2.0612 -0.6528 0.4101
C 2.3628 -1.8384 1.9174
C 3.3400 -1.5410 2.8642
C 3.6074 -2.4265 3.8992
C 2.9115 -3.6231 3.9913
C 1.9524 -3.9354 3.0388
C 1.6786 -3.0476 2.0079
C 3.5034 -1.1760 -0.7781
C 3.7877 -0.3685 -1.8764
C 4.8205 -0.7090 -2.7387
C 5.5709 -1.8541 -2.5067
C 5.2937 -2.6546 -1.4072
C 4.2614 -2.3179 -0.5410
H 3.9345 0.7036 1.1362
H 2.8625 1.7017 0.1882
H 3.1292 2.3978 2.6370
H 2.2784 0.9267 3.1070
H 0.9113 2.9353 -0.8368
H 1.8787 4.5982 -2.3639
H 2.9385 6.6455 -1.4469
H 3.0210 6.9946 0.9988
H 2.0516 5.3296 2.5259
H 2.1856 2.4146 4.7611
H 1.9632 3.5834 6.9005
H 0.2909 5.3840 7.1730
H -1.1776 5.9933 5.2758
H -0.9785 4.8154 3.1305
H 3.9141 -0.6276 2.8036
H 4.3666 -2.1794 4.6300
H 3.1223 -4.3126 4.7987
H 1.4149 -4.8736 3.0944
H 0.9365 -3.3147 1.2720
H 3.2025 0.5222 -2.0746
H 5.0374 -0.0785 -3.5913
H 6.3745 -2.1198 -3.1813
H 5.8836 -3.5425 -1.2175
H 4.0558 -2.9475 0.3152
S -1.2898 1.0111 -0.5483
C -1.1248 1.7633 -2.1095
C -1.8030 2.9652 -2.3587
C -1.6451 3.6132 -3.5635
C -0.8074 3.0754 -4.5461
C -0.1371 1.8940 -4.3164
C -0.2888 1.2244 -3.0944
S 0.5861 -0.2610 -2.8200
H -2.4450 3.3759 -1.5894
H -2.1694 4.5417 -3.7477
H -0.6853 3.5864 -5.4923
H 0.5076 1.4703 -5.0762